91
Properties=species:S:1:pos:R:3 method="wB97M-V/def2-TZVPD" spin_multiplicity=2 orbital_gap_ev="4.15 / 4.82" s_squared=0.931 total_charge=+2 lumo_ha="-0.2943 / -0.2692"
Ir 0.307 0.109 -0.160
C -0.738 -4.280 0.660
C -0.588 -2.926 0.040
N -0.765 -1.808 0.646
N -1.177 -1.645 1.903
C -0.837 -0.343 2.446
N -1.209 -0.295 3.811
S -1.604 0.966 1.359
C -0.227 -2.790 -1.373
C -0.164 -3.886 -2.235
C 0.140 -3.690 -3.571
C 0.360 -2.399 -4.025
C 0.298 -1.362 -3.105
N 0.019 -1.547 -1.824
H -0.914 -4.213 1.732
H 0.166 -4.864 0.495
H -1.582 -4.807 0.217
H -1.043 -2.413 2.563
H -2.043 -0.842 4.000
H -1.377 0.654 4.129
H -0.359 -4.878 -1.866
H 0.193 -4.530 -4.247
H 0.569 -2.194 -5.063
H 0.451 -0.340 -3.426
Cl 0.333 6.954 -3.060
C 0.676 5.527 -2.198
C -0.061 4.365 -2.464
C 0.211 3.222 -1.758
Cl -0.671 1.771 -2.026
C 1.233 3.144 -0.753
O 1.503 2.082 -0.132
C 1.948 4.372 -0.517
Cl 3.174 4.360 0.671
C 1.674 5.520 -1.220
H -0.837 4.380 -3.212
H 2.230 6.422 -1.012
N 0.539 -0.053 2.205
P 1.520 -0.067 3.501
C 3.224 0.039 2.916
C 4.200 -0.899 3.233
C 5.516 -0.665 2.869
C 5.861 0.509 2.219
C 4.888 1.448 1.914
C 3.570 1.215 2.258
C 1.350 1.402 4.546
C 0.576 2.486 4.148
C 0.566 3.633 4.924
C 1.330 3.699 6.079
C 2.122 2.624 6.457
C 2.145 1.477 5.686
C 1.326 -1.626 4.402
C 1.506 -2.782 3.642
C 1.389 -4.021 4.245
C 1.094 -4.106 5.599
C 0.911 -2.954 6.348
C 1.018 -1.707 5.752
H 3.947 -1.805 3.765
H 6.278 -1.392 3.108
H 6.892 0.699 1.963
H 5.161 2.369 1.424
H 2.795 1.929 2.022
H -0.001 2.438 3.233
H -0.036 4.478 4.628
H 1.319 4.594 6.683
H 2.727 2.679 7.347
H 2.782 0.645 5.952
H 1.747 -2.691 2.589
H 1.537 -4.921 3.666
H 1.008 -5.073 6.068
H 0.683 -3.029 7.400
H 0.862 -0.808 6.329
C 6.423 -4.820 -4.088
C 5.527 -3.757 -3.547
C 4.794 -2.928 -4.393
C 4.016 -1.904 -3.882
C 3.962 -1.714 -2.512
C 4.639 -2.560 -1.649
C 5.420 -3.571 -2.169
S 3.058 -0.294 -1.859
C 4.533 0.650 -1.342
O 2.458 -0.787 -0.568
H 6.518 -4.751 -5.168
H 6.037 -5.806 -3.833
H 7.414 -4.734 -3.644
H 4.847 -3.071 -5.460
H 3.477 -1.241 -4.543
H 4.556 -2.409 -0.582
H 5.972 -4.214 -1.500
H 5.110 0.059 -0.636
H 4.186 1.561 -0.866
H 5.117 0.878 -2.228


87
Properties=species:S:1:pos:R:3 method="wB97M-V/def2-TZVPD" spin_multiplicity=4 orbital_gap_ev="5.01 / 4.88" s_squared=3.781 total_charge=-2 lumo_ha="0.1485 / 0.1050" relative_energy_kj_mol=203.3
Ti 0.357 0.630 -0.435
C -3.662 -0.508 -0.887
C -2.573 -0.242 0.114
C -2.312 -1.139 1.126
C -1.454 -0.788 2.196
C -0.884 0.459 2.243
C -1.039 1.372 1.173
C -1.877 0.990 0.076
H -3.827 -1.576 -1.021
H -3.430 -0.080 -1.861
H -4.597 -0.061 -0.534
H -2.801 -2.106 1.123
H -1.276 -1.496 2.997
H -0.347 0.779 3.130
H -0.771 2.412 1.310
H -2.195 1.757 -0.622
S 4.650 2.960 -4.297
Sb 4.788 2.076 -2.179
S 2.307 1.560 -1.520
S 0.870 2.950 -1.072
S 5.929 3.537 -0.817
C 2.885 5.109 4.089
C 2.525 3.651 4.202
C 2.058 3.146 5.410
C 1.723 1.806 5.523
C 1.858 0.976 4.426
C 2.305 1.470 3.198
N 2.307 0.574 2.104
C 3.468 0.098 1.469
C 4.726 0.639 1.721
C 5.855 0.128 1.100
C 5.756 -0.968 0.255
C 4.512 -1.539 0.040
C 3.364 -1.011 0.616
C 2.065 -1.716 0.339
O 2.044 -2.934 0.269
O 1.005 -0.967 0.205
C 2.650 2.821 3.078
C 3.103 3.407 1.776
H 2.790 5.606 5.054
H 2.234 5.616 3.373
H 3.907 5.233 3.726
H 1.954 3.807 6.263
H 1.376 1.404 6.468
H 1.621 -0.078 4.515
H 1.613 -0.153 2.215
H 4.826 1.471 2.403
H 6.813 0.598 1.281
H 6.637 -1.375 -0.224
H 4.393 -2.406 -0.596
H 2.471 4.249 1.490
H 3.059 2.684 0.967
H 4.130 3.773 1.832
C -1.662 3.794 -5.365
C -2.401 3.279 -4.308
C -1.963 2.139 -3.649
C -0.791 1.471 -4.015
C -0.084 1.992 -5.098
C -0.506 3.140 -5.761
Ge -0.189 -0.077 -2.875
C 1.299 -0.915 -3.953
C 2.412 -0.190 -4.397
C 3.489 -0.804 -5.023
C 3.498 -2.180 -5.208
C 2.408 -2.924 -4.778
C 1.329 -2.297 -4.167
C -1.621 -1.403 -3.379
C -2.471 -1.259 -4.476
C -3.389 -2.245 -4.818
C -3.472 -3.414 -4.072
C -2.640 -3.578 -2.972
C -1.735 -2.581 -2.631
H -1.986 4.696 -5.872
H -3.312 3.774 -3.987
H -2.557 1.754 -2.827
H 0.818 1.501 -5.437
H 0.082 3.529 -6.585
H 2.458 0.880 -4.245
H 4.323 -0.194 -5.352
H 4.348 -2.667 -5.673
H 2.399 -4.001 -4.910
H 0.491 -2.905 -3.848
H -2.410 -0.355 -5.073
H -4.036 -2.109 -5.679
H -4.174 -4.192 -4.349
H -2.696 -4.486 -2.381
H -1.097 -2.713 -1.761


83
Properties=species:S:1:pos:R:3 method="wB97M-V/def2-TZVPD" orbital_gap_ev=6.98 total_charge=+1 lumo_ha=-0.1047
Sn 0.189 -0.475 1.753
C -1.197 1.345 4.874
C -1.664 0.021 4.330
C -1.084 -1.176 4.745
C -1.529 -2.394 4.241
C -2.569 -2.432 3.322
C -3.159 -1.244 2.907
C -2.704 -0.030 3.399
H -1.114 2.085 4.076
H -0.229 1.249 5.363
H -1.909 1.730 5.605
H -0.305 -1.158 5.499
H -1.081 -3.315 4.589
H -2.940 -3.379 2.954
H -3.986 -1.267 2.210
H -3.179 0.892 3.081
C 0.952 5.397 -1.414
C 1.543 4.019 -1.282
C 1.174 3.018 -2.174
C 1.738 1.756 -2.088
C 2.716 1.495 -1.145
C 3.101 2.488 -0.248
N 4.174 2.300 0.646
C 4.852 1.123 0.907
C 6.253 1.148 0.861
C 7.001 0.007 1.047
C 6.376 -1.218 1.282
C 5.007 -1.258 1.389
C 4.227 -0.101 1.237
C 2.805 -0.208 1.548
O 2.057 0.814 1.671
O 2.265 -1.359 1.737
C 2.479 3.744 -0.280
C 2.823 4.788 0.751
H 0.384 5.484 -2.339
H 1.737 6.155 -1.423
H 0.282 5.625 -0.582
H 0.448 3.234 -2.949
H 1.445 0.980 -2.785
H 3.208 0.530 -1.128
H 4.740 3.125 0.761
H 6.748 2.088 0.644
H 8.080 0.057 0.982
H 6.966 -2.116 1.399
H 4.498 -2.182 1.625
H 3.195 4.325 1.664
H 1.942 5.371 1.012
H 3.577 5.491 0.383
O -0.331 -1.037 -0.439
P -1.525 -1.403 -1.294
C -2.874 -0.260 -0.931
C -2.545 1.096 -0.951
C -3.497 2.043 -0.611
C -4.770 1.636 -0.232
C -5.093 0.287 -0.195
C -4.148 -0.666 -0.550
C -2.059 -3.089 -0.949
C -3.077 -3.688 -1.689
C -3.464 -4.986 -1.400
C -2.832 -5.690 -0.384
C -1.806 -5.102 0.342
C -1.420 -3.800 0.060
C -1.098 -1.257 -3.032
C -2.041 -0.913 -3.996
C -1.657 -0.833 -5.325
C -0.343 -1.095 -5.686
C 0.598 -1.433 -4.722
C 0.223 -1.516 -3.392
H -1.540 1.398 -1.226
H -3.247 3.095 -0.639
H -5.516 2.372 0.040
H -6.082 -0.022 0.117
H -4.399 -1.719 -0.528
H -3.560 -3.144 -2.493
H -4.255 -5.453 -1.971
H -3.134 -6.706 -0.164
H -1.300 -5.657 1.120
H -0.610 -3.339 0.610
H -3.064 -0.700 -3.709
H -2.381 -0.562 -6.082
H -0.048 -1.032 -6.726
H 1.622 -1.631 -5.009
H 0.941 -1.770 -2.622


87
Properties=species:S:1:pos:R:3 method="wB97M-V/def2-TZVPD" orbital_gap_ev=6.69 lumo_ha=-0.0033 relative_energy_kj_mol=0.0
Pt -1.588 -0.497 0.030
S -2.047 -2.729 0.266
C -2.790 -2.790 1.860
C -2.930 -4.016 2.504
C -3.539 -4.082 3.745
C -3.996 -2.921 4.360
C -3.866 -1.699 3.724
C -3.278 -1.628 2.463
S -3.213 -0.092 1.603
H -2.553 -4.911 2.026
H -3.652 -5.039 4.237
H -4.448 -2.969 5.343
H -4.220 -0.791 4.196
C -1.137 2.705 0.650
N -1.485 1.802 -0.453
C -0.576 2.079 -1.573
C -2.876 2.091 -0.874
C -3.400 1.025 -1.785
C -4.239 1.334 -2.849
C -4.789 0.316 -3.613
C -4.503 -1.001 -3.287
C -3.650 -1.297 -2.230
C -3.056 -0.292 -1.471
H -1.208 3.745 0.308
H -0.120 2.512 0.983
H -1.822 2.552 1.479
H -0.666 3.132 -1.868
H -0.827 1.452 -2.424
H 0.452 1.891 -1.270
H -2.921 3.084 -1.340
H -3.480 2.122 0.036
H -4.475 2.369 -3.069
H -5.442 0.549 -4.444
H -4.942 -1.808 -3.861
H -3.457 -2.337 -1.992
C 2.096 -0.067 -0.433
C 1.234 -0.600 -1.519
N -0.080 -0.800 -1.513
C -0.426 -1.255 -2.770
C 0.683 -1.333 -3.537
N 1.725 -0.911 -2.743
C 3.109 -0.841 -3.171
N 3.641 0.480 -3.000
N 4.709 0.687 -2.189
N 4.937 1.937 -2.098
C 3.991 2.611 -2.844
C 3.790 3.981 -3.037
C 2.720 4.352 -3.816
C 1.867 3.393 -4.403
C 2.054 2.040 -4.227
C 3.143 1.674 -3.430
H 1.510 0.048 0.473
H 2.503 0.910 -0.703
H 2.936 -0.732 -0.232
H -1.442 -1.490 -3.023
H 0.827 -1.633 -4.560
H 3.124 -1.131 -4.221
H 3.750 -1.513 -2.600
H 4.448 4.707 -2.580
H 2.521 5.401 -3.988
H 1.036 3.734 -5.007
H 1.396 1.312 -4.681
C 3.383 2.206 4.324
C 2.136 2.808 4.323
C 1.054 2.163 3.746
C 1.176 0.900 3.156
C 2.441 0.293 3.198
C 3.524 0.942 3.765
C -0.017 0.376 2.461
C -0.180 -0.698 1.661
C 0.535 -1.965 1.931
C 1.004 -2.836 0.941
C 1.555 -4.066 1.261
C 1.638 -4.473 2.585
C 1.173 -3.628 3.585
C 0.637 -2.396 3.262
H 4.236 2.712 4.756
H 2.003 3.786 4.768
H 0.082 2.645 3.746
H 2.579 -0.694 2.787
H 4.491 0.456 3.769
H -0.866 1.040 2.546
H 0.937 -2.546 -0.097
H 1.897 -4.721 0.470
H 2.044 -5.445 2.833
H 1.216 -3.938 4.622
H 0.260 -1.748 4.043


85
Properties=species:S:1:pos:R:3 method="wB97M-V/def2-TZVPD" spin_multiplicity=4 orbital_gap_ev="7.88 / 8.31" s_squared=3.767 lumo_ha="0.0090 / 0.0024" relative_energy_kj_mol=0.0
Co -1.415 1.530 -0.756
C -1.277 3.708 0.195
C -1.469 4.022 -1.163
C -2.663 3.426 -1.599
C -3.220 2.724 -0.515
C -2.357 2.893 0.615
H -0.439 4.000 0.807
H -0.783 4.570 -1.787
H -3.040 3.424 -2.610
H -4.175 2.229 -0.510
H -2.568 2.572 1.623
C -0.629 -1.426 2.802
N -0.974 -0.777 1.526
P -2.679 -0.572 1.204
C -3.302 -2.204 1.771
C -2.795 -3.416 1.302
C -3.311 -4.615 1.759
C -4.351 -4.616 2.685
C -4.866 -3.418 3.151
C -4.338 -2.213 2.696
C -2.770 -0.848 -0.607
C -4.015 -0.543 -1.168
C -4.270 -0.794 -2.505
C -3.270 -1.327 -3.309
C -2.032 -1.634 -2.769
C -1.788 -1.407 -1.423
P 0.121 0.290 0.798
C 1.607 -0.796 0.799
C 1.489 -2.050 0.200
C 2.528 -2.963 0.241
C 3.715 -2.636 0.882
C 3.844 -1.396 1.484
C 2.799 -0.481 1.443
C 0.561 1.580 2.004
C 1.568 2.485 1.659
C 1.856 3.562 2.482
C 1.128 3.759 3.649
C 0.114 2.876 3.987
C -0.170 1.791 3.166
H -0.597 -2.510 2.695
H -1.358 -1.184 3.580
H 0.349 -1.082 3.139
H -1.994 -3.416 0.572
H -2.910 -5.551 1.393
H -4.757 -5.554 3.039
H -5.676 -3.416 3.868
H -4.734 -1.274 3.063
H -4.790 -0.117 -0.543
H -5.237 -0.553 -2.925
H -3.451 -1.488 -4.363
H -1.247 -2.021 -3.405
H -0.811 -1.623 -1.012
H 0.567 -2.336 -0.290
H 2.410 -3.930 -0.232
H 4.530 -3.347 0.917
H 4.759 -1.135 2.001
H 2.924 0.469 1.940
H 2.124 2.351 0.737
H 2.641 4.254 2.206
H 1.345 4.605 4.288
H -0.465 3.033 4.887
H -0.982 1.122 3.423
C 5.841 0.390 -1.215
C 4.429 0.479 -1.725
C 3.761 -0.642 -2.194
C 2.451 -0.578 -2.657
C 1.816 -1.832 -3.198
C 1.772 0.644 -2.630
C 2.435 1.792 -2.182
C 1.791 3.149 -2.203
C 3.751 1.690 -1.741
C 0.365 0.702 -3.191
O 0.171 0.281 -4.319
O -0.578 1.171 -2.439
H 6.352 -0.486 -1.616
H 5.858 0.308 -0.126
H 6.418 1.275 -1.486
H 4.273 -1.598 -2.205
H 2.372 -2.708 -2.861
H 1.802 -1.817 -4.287
H 0.777 -1.933 -2.882
H 1.068 3.249 -3.011
H 2.551 3.924 -2.315
H 1.252 3.340 -1.275
H 4.268 2.592 -1.428